7
Properties=species:S:1:pos:R:3:forces:R:3:lowdin_charge:R:1 method="wB97M-V/def2-TZVPD" e_above_lowest_kj_mol=731.1 lumo_energy_ev="-1.757 / -3.243" gap_ev="10.107 / 6.710" e_tot_ha=-348.2380 e_homo_ev="-11.9 / -10.0"
C -0.7653 0.0144 0.0932 -1.8 0.0 0.6 -0.081
N 0.4887 0.5334 -0.2878 -0.2 -0.9 -1.4 -0.143
N 0.5844 -0.2012 0.7486 -0.2 0.3 0.1 0.163
F 0.8790 1.8791 -0.3550 -0.1 -0.1 0.4 0.012
F 1.7307 -2.0905 -0.3569 -0.4 0.6 0.4 -0.167
H -1.5631 0.6482 0.5380 1.4 0.1 0.7 0.112
H -1.3543 -0.7834 -0.3800 1.4 0.0 -0.8 0.105

***

14
Properties=species:S:1:pos:R:3:forces:R:3:lowdin_charge:R:1 method="wB97M-V/def2-TZVPD" e_above_lowest_kj_mol=187.0 lumo_energy_ev=0.668 gap_ev=9.737 e_tot_ha=-307.6412 smiles="C=CO.CC=O" e_homo_ev=-9.1
C 1.4873 0.9726 1.0169 0.0 -0.2 0.0 0.016
C 1.6680 -0.3413 0.9801 0.1 0.3 0.2 -0.275
O 1.2444 -1.1114 -0.0719 0.1 -0.2 0.0 -0.028
H 1.8287 1.5342 1.8789 0.0 -0.1 -0.1 0.054
H 0.9958 1.5015 0.2061 0.1 -0.1 0.1 0.044
H 2.1562 -0.8828 1.7904 -0.1 0.1 -0.1 0.107
H 1.5394 -2.0179 0.0639 0.0 0.1 -0.1 0.098
C -1.8759 -0.2387 -0.3452 0.0 0.1 0.1 -0.061
C -1.1415 0.4382 -1.4677 0.0 0.3 0.0 -0.326
O -0.7051 1.5646 -1.4250 -0.2 -0.5 0.0 0.020
H -2.9081 -0.4450 -0.6555 0.2 0.0 0.0 0.081
H -1.8730 0.3928 0.5457 0.0 -0.1 -0.1 0.083
H -1.3924 -1.1965 -0.1271 -0.1 0.1 0.0 0.069
H -1.0239 -0.1703 -2.3895 0.0 0.1 0.1 0.119

***

62
Properties=species:S:1:pos:R:3:forces:R:3:lowdin_charge:R:1 method="wB97M-V/def2-TZVPD" lumo_energy_ev="2.530 / 2.535" gap_ev="3.597 / 6.280" e_tot_ha=-1958.6132 e_homo_ev="-1.1 / -3.7" total_charge=-1
Mg -0.2601 -0.6982 0.1592 -0.7 0.8 0.1 0.530
C 4.2846 0.0998 0.6698 0.3 0.0 -0.6 -0.050
O 3.4913 0.2212 1.8379 -1.7 -0.1 0.2 -0.023
C 2.1606 -0.0217 1.6202 0.9 -0.4 0.4 -0.499
O 1.6872 -0.2413 0.5284 1.1 0.6 1.0 -0.032
N 1.4711 -0.1412 2.8176 0.3 0.8 -0.2 0.033
N 0.0841 -0.2854 2.6432 -0.3 -0.1 -0.2 0.049
H 5.3096 0.0025 1.0188 0.0 0.0 0.0 0.091
H 4.1855 0.9806 0.0298 0.0 0.0 0.1 0.100
H 3.9870 -0.7785 0.0932 0.1 0.1 0.1 0.096
H 1.7799 0.5296 3.5235 -0.1 -0.3 -0.2 0.154
H -0.4022 0.6076 2.5719 0.1 0.1 0.1 0.062
H -0.3081 -0.8312 3.4021 0.2 0.0 -0.2 0.108
S 0.7556 4.0367 -0.2819 0.0 0.0 0.0 0.904
C 0.6221 2.2873 -0.4646 1.6 1.0 -1.4 -0.549
N -0.2745 1.7096 0.2972 -1.3 -1.4 1.2 -0.080
C -0.9451 2.5963 1.0485 0.0 0.0 0.0 -0.353
C -1.9836 2.3165 1.9636 0.1 -0.2 -0.1 -0.074
C -2.5585 3.3598 2.6551 -0.1 0.3 0.3 -0.138
C -2.1407 4.6787 2.4993 -0.3 0.2 0.2 -0.153
C -1.1103 4.9844 1.6035 0.0 -0.2 -0.1 -0.141
C -0.5384 3.9543 0.8987 0.2 0.3 -0.1 -0.494
H 1.3002 1.7610 -1.0994 0.2 -0.2 -0.2 0.036
H -2.3550 1.3046 2.0494 -0.1 0.0 -0.1 0.074
H -3.3718 3.1467 3.3364 -0.1 0.0 0.1 0.088
H -2.6259 5.4749 3.0481 0.0 0.0 0.1 0.075
H -0.7848 6.0061 1.4617 0.0 0.1 0.0 0.091
C 1.9753 -4.2419 -1.5716 -0.2 0.0 0.0 -0.062
C 0.6182 -3.5691 -1.2494 0.3 -0.1 -0.5 -0.614
C -0.2769 -3.6876 -2.5051 0.1 0.1 0.3 -0.066
C 0.7914 -2.1011 -0.9731 -0.3 -0.5 -0.3 -0.075
C 0.0411 -4.3257 -0.0648 -0.1 0.0 0.0 -0.184
C 0.3946 -3.9425 1.2272 0.0 0.0 0.0 -0.045
C -0.0648 -4.6329 2.3331 0.0 0.0 0.2 -0.094
C -0.8899 -5.7351 2.1802 0.0 -0.1 0.1 -0.114
C -1.2341 -6.1417 0.9037 -0.1 -0.1 0.1 -0.098
C -0.7676 -5.4517 -0.2025 0.0 0.1 -0.1 -0.035
H 2.3993 -3.8108 -2.4762 0.1 0.1 -0.1 0.072
H 1.8597 -5.3146 -1.7253 0.0 -0.2 0.0 0.073
H 2.6784 -4.0938 -0.7541 0.1 0.0 0.1 0.075
H 0.1744 -3.1014 -3.3051 0.0 0.0 0.0 0.078
H -1.2615 -3.2730 -2.2899 -0.1 0.0 -0.1 0.085
H -0.3760 -4.7176 -2.8506 0.0 -0.1 -0.1 0.063
H 1.6255 -1.7261 -1.5738 0.2 0.0 -0.1 0.015
H 1.0426 -3.0865 1.3641 0.0 0.1 -0.1 0.098
H 0.2288 -4.3144 3.3261 0.0 0.0 0.0 0.094
H -1.2512 -6.2787 3.0439 0.0 0.0 0.0 0.091
H -1.8742 -7.0048 0.7693 0.0 0.0 0.0 0.094
H -1.0518 -5.8080 -1.1819 0.0 0.1 -0.1 0.099
C -2.3672 -0.6868 0.1666 0.1 -0.1 0.2 -0.053
C -3.5637 -0.4674 0.1110 0.1 -0.2 0.1 -0.187
C -4.9656 -0.2684 0.0586 -0.4 0.1 -0.1 -0.268
C -5.6117 0.0048 -1.1541 0.1 0.0 0.0 -0.046
C -6.9786 0.1829 -1.2018 -0.2 0.0 -0.1 -0.110
C -7.7416 0.0991 -0.0479 -0.1 0.0 0.0 -0.123
C -7.1196 -0.1818 1.1583 -0.2 0.0 0.0 -0.111
C -5.7529 -0.3626 1.2132 0.1 0.0 0.1 -0.050
H -5.0288 0.0743 -2.0617 0.1 0.0 0.0 0.111
H -7.4621 0.3834 -2.1500 0.0 0.0 0.0 0.094
H -8.8122 0.2486 -0.0875 -0.1 0.0 0.0 0.088
H -7.7135 -0.2663 2.0611 0.0 0.0 0.0 0.093
H -5.2811 -0.5846 2.1607 0.1 0.0 0.0 0.107

***

13
Properties=species:S:1:pos:R:3:forces:R:3:lowdin_charge:R:1 method="wB97M-V/def2-TZVPD" e_above_lowest_kj_mol=155.7 lumo_energy_ev=0.201 gap_ev=9.577 e_tot_ha=-539.2362 smiles="O=c1ccn(C(F)F)[nH]1" e_homo_ev=-9.4
O 0.1247 1.4355 2.4545 0.7 -0.6 -0.6 0.045
C 0.2960 0.6461 1.5257 0.1 2.4 2.1 -0.520
C 1.4953 0.1363 0.9122 1.4 -3.3 -1.7 0.025
C 1.2270 -0.7117 -0.1185 -5.7 3.4 2.4 0.100
N -0.3843 -0.6878 -0.2236 3.9 0.2 -0.2 0.001
C -0.9559 -0.1587 -1.4283 1.9 -3.0 -1.4 -0.535
F -0.9270 1.1247 -1.6656 1.0 2.6 0.3 0.129
F -2.2229 -0.4441 -1.4056 -3.4 -0.9 0.4 0.117
N -0.7258 0.1040 0.8779 -2.8 -0.2 -1.6 0.095
H 2.4688 0.0000 1.3289 0.5 1.0 0.5 0.110
H 1.7308 -1.3974 -0.6942 1.1 -1.2 -1.2 0.082
H -0.5377 -0.7038 -2.2962 0.4 0.3 0.4 0.167
H -1.5889 0.6569 0.7330 0.7 -0.6 0.6 0.184

***

14
Properties=species:S:1:pos:R:3:forces:R:3:lowdin_charge:R:1 method="wB97M-V/def2-TZVPD" e_above_lowest_kj_mol=400.8 lumo_energy_ev=0.944 gap_ev=9.541 e_tot_ha=-212.3985 e_homo_ev=-8.6
C -1.9927 -0.0008 0.2660 1.1 -0.6 0.2 -0.109
C -0.6069 -0.7446 0.4480 0.5 7.1 -2.7 -0.045
C 0.5034 0.0809 0.0558 2.7 -5.1 2.9 -0.409
C 1.8863 -0.5742 -0.3218 0.0 0.9 0.2 -0.063
N 0.6228 1.5264 -0.2259 -1.2 -2.1 -0.5 0.020
H -2.5199 -0.1317 -0.7234 0.9 -0.2 0.8 0.088
H -1.7015 1.0523 0.3694 -1.0 -0.2 0.2 0.050
H -2.6935 -0.3383 1.0180 -0.2 0.3 0.3 0.052
H -0.6154 -1.7591 0.4470 0.6 -2.8 0.0 0.052
H 1.8570 -1.1923 -1.2263 -0.2 0.4 -0.1 0.066
H 2.6154 0.2731 -0.4471 -0.8 -1.0 -0.1 0.077
H 2.3174 -1.2377 0.4212 -0.3 -0.1 0.5 0.056
H -0.1957 0.8743 -0.6609 -1.0 4.4 -1.2 0.080
H 0.5232 2.1717 0.5799 -1.2 -1.0 -0.6 0.086

***

9
Properties=species:S:1:pos:R:3:forces:R:3:mulliken_spin:R:1 method="wB97M-V/def2-TZVPD" e_above_lowest_kj_mol=71.3 lumo_energy_ev="-0.058 / -0.693" gap_ev="5.911 / 6.800" e_tot_ha=-1425.1484 multiplicity=2 s2=0.75 e_homo_ev="-6.0 / -7.5"
O -1.5259 -0.0951 -0.9144 0.3 0.0 -0.4 -0.025
Yb -1.7732 -1.4457 -3.0165 0.6 0.6 1.2 1.029
O 1.8369 0.4478 -0.7019 -0.8 0.5 0.3 0.009
C 0.7198 0.2580 -0.2529 0.9 -1.2 0.8 0.040
C -0.3206 -0.4179 -1.0776 -1.3 -0.5 -1.8 -0.053
C 0.3428 0.2981 1.2173 0.4 0.6 0.3 0.000
H -0.3842 1.1118 1.3713 0.1 -0.3 0.0 0.000
H 1.2338 0.4827 1.8284 -0.2 0.0 -0.1 0.000
H -0.1293 -0.6397 1.5464 0.1 0.3 -0.3 -0.001

***

22
Properties=species:S:1:pos:R:3:forces:R:3:mulliken_spin:R:1 method="wB97M-V/def2-TZVPD" e_above_lowest_kj_mol=216.8 lumo_energy_ev="-3.227 / -3.227" gap_ev="5.584 / 8.821" e_tot_ha=-383.2931 multiplicity=2 s2=0.76 e_homo_ev="-8.8 / -12.0" total_charge=+1
C 1.2755 0.0055 1.2811 3.2 0.6 -0.8 -0.001
C 0.6305 -0.1040 -0.0418 -1.8 -1.1 -2.5 -0.003
C -0.7858 0.4196 0.0136 3.0 0.8 -1.3 0.206
C -0.8664 1.5508 -0.7076 -5.6 0.0 2.0 -0.101
N -2.1796 2.2090 -0.7361 5.5 0.6 -1.9 0.136
C -3.2850 1.6899 -0.2578 0.5 -2.9 0.7 0.651
N 2.4618 -1.0272 1.1851 -1.0 -1.9 1.7 0.002
H 1.8459 0.9466 1.4400 -0.7 -0.3 -0.2 0.002
H 0.6572 -0.1058 2.1568 -0.2 -0.8 0.1 -0.004
H 1.1206 0.4323 -0.9556 -0.1 -1.2 2.0 0.002
H 0.4746 -1.2070 -0.3414 0.9 1.5 0.5 0.008
H -1.4459 -0.1641 0.5924 -1.1 0.0 0.3 0.029
H -0.0058 1.9802 -1.1486 0.1 0.8 -0.6 0.006
H -2.1111 3.0761 -1.2590 -0.8 -0.1 0.4 -0.001
H -4.1165 2.2360 -0.1256 -2.6 2.1 0.2 0.020
H -3.3358 0.6449 0.0373 0.3 0.3 -0.2 0.046
H 3.3940 -0.6166 1.1021 -0.3 -0.1 -0.2 0.000
H 2.4486 -1.6293 2.0292 0.4 0.7 0.0 0.000
H 2.2762 -1.7978 0.4913 0.2 1.1 -0.3 0.001
H 0.6394 -3.5633 -0.7924 0.5 1.0 0.8 0.000
H 1.7686 -3.9179 -1.5561 0.8 1.6 1.4 0.000
O 1.5752 -3.2447 -0.8173 -1.2 -2.6 -2.0 0.001

***

27
Properties=species:S:1:pos:R:3:forces:R:3:lowdin_charge:R:1 method="wB97M-V/def2-TZVPD" e_above_lowest_kj_mol=0.0 lumo_energy_ev=0.643 gap_ev=10.397 e_tot_ha=-594.3576 smiles="CC(=O)N[C@@H](CC(C)C)C(=O)O" e_homo_ev=-9.8
C -2.2746 -2.4614 -0.5379 0.0 -0.1 0.3 0.005
C -1.4227 -1.5308 0.2963 -0.1 -0.2 -0.4 -0.540
O -1.2262 -1.6729 1.4829 0.0 -0.1 0.4 0.062
N -0.8571 -0.5261 -0.4229 0.1 0.4 -0.1 0.088
C -0.1617 0.5642 0.2139 0.1 0.1 0.0 -0.220
C 1.2993 0.7126 -0.2482 -0.1 -0.2 0.4 -0.114
C 2.2009 -0.4618 0.1589 0.1 0.1 -0.2 -0.418
C 3.6526 0.0102 0.2338 -0.3 -0.1 0.1 -0.081
C 2.0870 -1.6294 -0.8177 0.0 0.0 0.3 -0.071
C -0.8985 1.8593 -0.0861 -0.3 -0.2 -0.2 -0.488
O -1.7369 1.9794 -0.9399 -0.1 0.0 -0.1 0.117
O -0.4925 2.8681 0.6847 0.3 0.3 0.5 0.126
H -1.7126 -2.8269 -1.3942 0.0 0.0 -0.1 0.080
H -3.1515 -1.9271 -0.8977 -0.1 0.0 -0.1 0.085
H -2.5940 -3.3009 0.0724 0.0 0.0 0.0 0.083
H -1.1717 -0.3531 -1.3663 -0.1 -0.1 0.1 0.149
H -0.1851 0.3762 1.2936 0.0 0.1 -0.2 0.160
H 1.6827 1.6287 0.2044 0.0 0.0 -0.1 0.117
H 1.3208 0.8349 -1.3337 0.0 0.1 -0.1 0.133
H 1.8935 -0.8074 1.1507 0.0 0.0 0.0 0.139
H 3.9764 0.3968 -0.7305 0.1 0.1 -0.1 0.082
H 3.7670 0.7960 0.9768 0.1 0.1 0.1 0.076
H 4.3052 -0.8150 0.5077 0.1 -0.1 0.0 0.075
H 2.3667 -1.3143 -1.8214 0.0 0.0 -0.1 0.082
H 1.0738 -2.0177 -0.8423 0.0 -0.1 -0.1 0.058
H 2.7518 -2.4352 -0.5156 0.1 -0.1 0.0 0.078
H -0.9701 3.6839 0.4629 0.0 -0.3 -0.2 0.138